1.
DFT (ωB97M-V/def2-TZVPD) results for C26H30CeN9S2 as an isolated structure in a non-equilibrium geometry.

CARTESIAN COORDINATES (ANGSTROEM)
Ce (9.032, 10.541, 8.599)
C (10.321, 7.223, 8.728)
N (10.510, 8.515, 9.444)
C (10.203, 8.358, 10.908)
C (8.697, 8.081, 11.096)
C (8.230, 7.250, 12.118)
C (6.818, 7.174, 12.281)
C (5.973, 7.813, 11.378)
C (6.566, 8.658, 10.417)
N (7.890, 8.797, 10.301)
C (11.859, 9.036, 9.211)
C (12.139, 10.323, 9.944)
C (13.410, 10.615, 10.399)
C (13.663, 11.819, 10.992)
C (12.605, 12.688, 11.206)
C (11.370, 12.340, 10.697)
N (11.125, 11.181, 10.042)
C (9.126, 7.112, 7.846)
C (8.613, 5.872, 7.511)
C (7.651, 5.776, 6.520)
C (7.193, 6.928, 5.915)
C (7.725, 8.135, 6.331)
N (8.682, 8.213, 7.291)
H (10.354, 6.345, 9.388)
H (11.167, 7.037, 8.047)
H (10.387, 9.329, 11.369)
H (10.842, 7.633, 11.374)
H (8.908, 6.724, 12.780)
H (6.418, 6.552, 13.077)
H (4.911, 7.812, 11.505)
H (5.947, 9.207, 9.737)
H (11.984, 9.179, 8.103)
H (12.551, 8.258, 9.498)
H (14.259, 9.924, 10.245)
H (14.656, 12.054, 11.358)
H (12.715, 13.640, 11.662)
H (10.531, 13.009, 10.802)
H (8.937, 4.977, 8.009)
H (7.254, 4.814, 6.238)
H (6.462, 6.804, 5.104)
H (7.488, 9.093, 5.862)
C (6.491, 14.975, 11.626)
S (7.916, 15.497, 10.659)
C (8.329, 13.984, 9.822)
S (7.523, 12.457, 10.108)
N (9.241, 14.194, 8.900)
N (9.663, 13.074, 8.158)
C (10.625, 13.296, 7.368)
C (11.185, 12.188, 6.502)
C (12.160, 12.550, 5.591)
C (12.646, 11.620, 4.666)
C (12.061, 10.361, 4.626)
C (11.151, 10.101, 5.623)
N (10.697, 10.924, 6.573)
H (6.049, 15.847, 12.102)
H (6.782, 14.324, 12.471)
H (5.730, 14.526, 11.021)
H (11.119, 14.254, 7.335)
H (12.562, 13.557, 5.647)
H (13.411, 11.880, 3.982)
H (12.336, 9.625, 3.862)
H (10.685, 9.136, 5.630)
N (7.228, 11.499, 6.860)
N (6.229, 10.756, 7.556)
H (7.190, 12.442, 7.292)
H (6.926, 11.701, 5.905)
H (5.918, 9.969, 7.000)
H (5.424, 11.346, 7.710)

Results
charge	+2
relative energy (zero: lowest compared OMol25 entry of this formula, charge and spin)	0.0	kcal/mol
electronic energy	-2772.70085	a.u.
<S²>	0.75
2S+1	2
HOMO energy (spin up / spin down)	-12.85 / -12.85	eV
frontier orbital gap (spin up / spin down)	7.1 / 7.2	eV
LUMO energy (spin up / spin down)	-5.7 / -5.7	eV

Here are the Mulliken charges for atoms 1 to 2, given in e: atom 1 (Ce): 0.32, atom 2 (C): -1.70

2.
DFT (ωB97M-V/def2-TZVPD) results for C41H30N7O4SiTl as an isolated structure.

CARTESIAN COORDINATES (ANGSTROEM)
Tl (-1.238, -1.412, -2.196)
C (-2.323, 2.843, -1.637)
C (-3.743, 2.645, -1.230)
C (-4.116, 1.552, -0.575)
C (-3.185, 0.447, -0.251)
N (-1.875, 0.549, -0.478)
C (-1.373, 1.797, -0.980)
N (-3.819, -0.609, 0.245)
C (-3.246, -1.805, 0.479)
N (-2.092, -2.337, -0.039)
C (-1.919, -3.593, 0.480)
N (-0.903, -4.433, 0.385)
C (0.148, -4.308, -0.461)
C (1.339, -4.996, -0.105)
C (2.428, -4.970, -0.932)
C (2.350, -4.278, -2.147)
C (1.172, -3.627, -2.424)
N (0.097, -3.620, -1.621)
C (-3.047, -3.899, 1.351)
C (-3.359, -5.012, 2.125)
C (-4.529, -4.992, 2.862)
C (-5.379, -3.866, 2.835)
C (-5.064, -2.753, 2.081)
C (-3.883, -2.773, 1.333)
H (-2.241, 2.916, -2.727)
H (-4.466, 3.415, -1.482)
H (-5.143, 1.383, -0.275)
H (-0.541, 1.584, -1.656)
H (1.356, -5.501, 0.851)
H (3.351, -5.454, -0.634)
H (3.195, -4.189, -2.814)
H (1.087, -3.028, -3.327)
H (-2.690, -5.864, 2.139)
H (-4.799, -5.846, 3.473)
H (-6.291, -3.878, 3.423)
H (-5.704, -1.879, 2.062)
O (4.666, -2.574, 0.597)
C (3.581, -2.396, 1.312)
O (3.510, -2.731, 2.484)
C (2.435, -1.725, 0.647)
C (1.252, -1.446, 1.308)
N (0.461, -0.814, 0.444)
N (1.031, -0.668, -0.760)
C (2.243, -1.210, -0.660)
C (3.169, -1.181, -1.863)
O (4.352, -1.606, -1.660)
O (2.723, -0.743, -2.926)
H (4.542, -2.165, -0.379)
H (0.951, -1.679, 2.315)
H (-0.513, -0.485, 0.502)
C (-2.718, 4.942, 1.086)
C (-2.352, 5.058, -0.190)
C (-1.573, 3.975, -0.875)
C (-0.911, 2.919, 0.060)
C (-1.595, 2.796, 1.381)
C (-2.401, 3.740, 1.867)
Si (0.948, 3.265, 0.217)
C (1.958, 2.171, 1.340)
C (1.553, 1.915, 2.658)
C (2.338, 1.159, 3.514)
C (3.556, 0.649, 3.080)
C (3.981, 0.906, 1.786)
C (3.193, 1.660, 0.927)
C (1.699, 3.403, -1.504)
C (1.987, 4.656, -2.054)
C (2.535, 4.773, -3.325)
C (2.817, 3.632, -4.064)
C (2.545, 2.377, -3.536)
C (1.984, 2.267, -2.270)
H (-3.287, 5.733, 1.563)
H (-2.625, 5.941, -0.759)
H (-0.833, 4.422, -1.543)
H (-1.414, 1.886, 1.943)
H (-2.868, 3.614, 2.836)
H (0.612, 2.314, 3.018)
H (1.991, 0.951, 4.520)
H (4.149, 0.019, 3.729)
H (4.910, 0.480, 1.424)
H (3.536, 1.827, -0.087)
H (1.780, 5.552, -1.478)
H (2.749, 5.754, -3.734)
H (3.256, 3.722, -5.052)
H (2.769, 1.466, -4.076)
H (1.773, 1.271, -1.897)

Results
charge	-2
relative energy (zero: lowest compared OMol25 entry of this formula, charge and spin)	0.0	kcal/mol
electronic energy	-2726.72487	a.u.
HOMO energy (spin up / spin down)	-0.24 / -2.25	eV
frontier orbital gap (spin up / spin down)	3.9 / 6.4	eV
LUMO energy (spin up / spin down)	3.6 / 4.2	eV

Here are the Mulliken charges for atoms 1 to 2, given in e: atom 1 (Tl): 1.07, atom 2 (C): 0.26

3.
DFT (ωB97M-V/def2-TZVPD) results for a 10-piece molecular cluster, C23H70N4O11 overall in a non-equilibrium geometry.

CARTESIAN COORDINATES (ANGSTROEM)
C (-5.012, -5.372, 2.756)
O (-3.933, -4.757, 2.001)
C (-2.811, -5.547, 1.543)
C (-1.965, -4.686, 0.579)
C (-0.592, -5.335, 0.254)
N (-1.682, -3.374, 1.072)
H (-5.660, -5.924, 2.075)
H (-5.557, -4.517, 3.155)
H (-4.681, -5.987, 3.593)
H (-2.284, -5.779, 2.469)
H (-3.211, -6.486, 1.161)
H (-2.461, -4.507, -0.375)
H (-0.047, -5.629, 1.151)
H (0.028, -4.766, -0.438)
H (-0.745, -6.290, -0.247)
H (-0.924, -3.517, 1.725)
H (-2.454, -3.185, 1.696)
C (-2.560, -0.055, -3.077)
O (-2.648, 0.675, -4.322)
C (-2.833, 2.057, -4.199)
C (-2.838, 2.761, -5.595)
C (-1.432, 2.594, -6.212)
N (-3.308, 4.094, -5.403)
H (-1.786, 0.290, -2.393)
H (-2.470, -1.127, -3.248)
H (-3.509, 0.001, -2.543)
H (-3.777, 2.233, -3.684)
H (-2.006, 2.543, -3.682)
H (-3.517, 2.149, -6.189)
H (-0.667, 3.116, -5.637)
H (-1.408, 3.008, -7.220)
H (-1.156, 1.540, -6.252)
H (-4.201, 4.039, -4.936)
H (-2.758, 4.574, -4.704)
C (4.363, -0.347, 0.190)
O (3.359, -0.286, 1.203)
C (2.747, 0.974, 1.307)
C (3.534, 1.950, 2.275)
C (3.951, 1.301, 3.642)
N (2.731, 3.103, 2.513)
H (5.109, 0.447, 0.234)
H (3.867, -0.223, -0.773)
H (4.969, -1.248, 0.098)
H (2.594, 1.458, 0.343)
H (1.751, 0.818, 1.722)
H (4.451, 2.323, 1.818)
H (4.656, 0.497, 3.430)
H (3.087, 1.060, 4.260)
H (4.577, 2.019, 4.172)
H (3.275, 3.727, 3.091)
H (2.555, 3.603, 1.653)
C (2.918, 4.249, -0.913)
O (1.983, 3.703, 0.006)
C (0.620, 4.017, -0.197)
C (-0.325, 3.118, 0.674)
C (-1.777, 3.344, 0.236)
N (-0.277, 3.468, 2.089)
H (3.003, 5.325, -0.761)
H (2.657, 4.054, -1.954)
H (3.890, 3.828, -0.657)
H (0.490, 5.088, -0.041)
H (0.420, 3.752, -1.235)
H (0.001, 2.078, 0.655)
H (-2.480, 2.720, 0.790)
H (-1.984, 3.082, -0.801)
H (-2.113, 4.368, 0.394)
H (0.689, 3.388, 2.373)
H (-0.426, 4.464, 2.165)
O (-0.171, 0.606, 6.092)
C (0.142, 0.578, 4.668)
C (-1.158, 0.372, 3.798)
O (-1.772, 1.623, 3.576)
H (-0.478, 1.490, 6.307)
H (0.707, 1.431, 4.292)
H (0.754, -0.303, 4.470)
H (-1.813, -0.310, 4.341)
H (-0.828, -0.047, 2.848)
H (-1.266, 2.158, 2.960)
C (2.691, -3.280, -2.321)
O (4.009, -2.858, -1.905)
H (2.789, -4.005, -3.129)
H (2.213, -3.617, -1.402)
H (2.100, -2.456, -2.720)
H (4.379, -3.650, -1.508)
C (0.432, -0.944, -0.332)
O (-0.608, -1.565, -0.936)
H (0.346, -0.641, 0.712)
H (1.343, -1.538, -0.409)
H (0.662, -0.009, -0.842)
H (-1.135, -2.025, -0.278)
C (-3.584, -0.606, 0.248)
O (-4.682, 0.253, 0.196)
H (-3.717, -1.185, -0.666)
H (-2.661, -0.041, 0.122)
H (-3.702, -1.325, 1.059)
H (-4.718, 0.776, 1.000)
C (2.789, -3.179, 2.103)
O (3.370, -2.166, 2.933)
H (1.777, -3.034, 1.726)
H (3.517, -3.351, 1.310)
H (2.662, -4.119, 2.641)
H (3.360, -1.333, 2.457)
C (1.499, 0.563, -3.496)
O (2.027, 0.732, -4.773)
H (2.238, 0.661, -2.701)
H (0.739, 1.323, -3.316)
H (1.050, -0.426, -3.405)
H (2.700, 1.393, -4.596)

Results
charge	0
relative energy (zero: lowest compared OMol25 entry of this formula, charge and spin)	32.1	kcal/mol
structure (SMILES)	COC[C@H](C)N.COC[C@H](C)N.COC[C@H](C)N.COC[C@H](C)N.OCCO.CO.CO.CO.CO.CO
electronic energy	-1964.73548	a.u.
HOMO energy	-9.13	eV
frontier orbital gap	9.4	eV
LUMO energy	0.2	eV

Here are the Mulliken charges for atoms 1 to 2, given in e: atom 1 (C): -0.78, atom 2 (O): -0.28

Q: Which value of electronic energy does entry 1 give?
A: -2772.70085 a.u.